[1]
Below is C7H17Br4F3Nb as an isolated structure in a non-equilibrium geometry, with properties calculated with ωB97M-V/def2-TZVPD.

Structure (XYZ):
```
32
Properties=species:S:1:pos:R:3:forces:R:3
F 2.457 1.141 2.393 1.41 1.47 -1.12
C 3.057 2.103 1.605 -0.57 0.78 -0.20
F 3.321 1.501 0.369 0.14 0.51 1.86
F 4.280 2.452 2.203 -1.45 -1.11 -0.86
C 2.218 3.423 1.370 -0.28 0.73 0.30
C 0.938 3.578 2.338 0.94 -0.61 0.77
Nb -0.884 2.492 1.465 1.02 1.43 0.16
H 2.883 4.335 1.548 -0.42 -1.49 -0.24
H 1.939 3.463 0.272 0.24 -0.27 1.33
H 1.191 3.069 3.332 -0.26 0.72 -1.20
H 0.729 4.663 2.602 0.37 -1.17 -0.55
H 0.176 1.043 1.240 0.20 -0.06 0.40
H -0.520 2.989 -0.247 0.00 0.00 -0.83
H -1.995 3.903 1.755 -0.58 0.47 0.23
H -1.259 1.916 3.151 -0.31 -0.43 0.24
H -2.293 1.503 0.885 -0.26 -0.44 0.15
Br -0.416 -0.851 -0.396 0.00 -0.67 -0.50
C 1.446 -1.322 -0.708 -0.41 0.25 -0.08
C 1.565 -2.626 -1.457 0.32 -0.04 0.07
Br 1.242 -4.152 -0.288 -0.08 -0.03 -0.09
H 1.936 -1.338 0.265 -0.02 -0.04 -0.12
H 1.851 -0.501 -1.300 0.04 -0.10 0.03
H 2.582 -2.764 -1.829 -0.06 0.02 0.05
H 0.866 -2.709 -2.287 0.02 0.08 0.15
Br -4.402 -1.458 -2.737 0.13 -0.03 0.03
C -3.152 -2.949 -2.841 -0.18 0.08 -0.25
C -3.581 -4.087 -1.949 0.23 -0.12 0.25
Br -3.176 -3.708 -0.083 -0.14 -0.05 -0.06
H -2.167 -2.556 -2.593 -0.12 -0.05 0.12
H -3.164 -3.257 -3.888 -0.01 -0.04 0.09
H -3.020 -4.992 -2.184 -0.01 0.10 -0.05
H -4.647 -4.301 -2.007 0.11 0.11 -0.07
```
Positions in Å, forces in eV/Å.

Values from the calculation:
* net charge: -1
* LUMO level: 2.40 eV
* multiplicity: 1

Results of the natural (NBO) charge analysis, in e, for atoms 1 through 5: -0.32 0.99 -0.36 -0.36 -0.50


[2]
Below is a 12-piece molecular cluster, C34H89BN7O19 overall in a non-equilibrium geometry, with properties calculated with ωB97M-V/def2-TZVPD.

Structure (XYZ):
```
150
Properties=species:S:1:pos:R:3:forces:R:3
O -3.318 0.338 0.817 3.70 -1.35 -0.20
C -2.130 -0.033 0.810 -2.08 0.50 -0.51
O -1.348 -0.257 -0.290 -1.81 0.28 1.89
B -0.058 -0.772 0.134 0.41 0.46 0.20
O -0.096 -0.799 1.628 -0.82 0.31 0.30
C -1.291 -0.380 2.100 -0.26 -1.07 0.95
O -1.703 -0.406 3.264 1.48 0.30 -3.22
O 0.993 0.158 -0.397 -0.16 0.00 0.90
C 1.858 -0.465 -1.136 -2.15 -2.15 -0.23
O 2.777 -0.027 -1.725 1.90 0.77 -0.50
C 1.345 -1.979 -1.269 1.34 -2.70 -0.62
O 0.273 -2.087 -0.472 0.77 0.19 -0.72
O 1.883 -2.930 -1.914 -1.98 3.84 2.62
C 6.375 2.570 -3.509 -1.89 0.22 0.71
C 5.105 1.866 -2.820 2.81 -1.04 -1.16
C 4.631 2.694 -1.640 -0.33 1.11 0.14
O 5.773 2.968 -0.805 -0.43 -0.08 -0.09
C 5.624 4.039 0.097 0.24 -0.61 0.80
N 4.171 1.435 -3.848 -1.09 0.89 0.14
H 6.873 1.989 -4.286 -0.07 -0.37 0.30
H 7.056 2.929 -2.738 0.08 -0.22 -0.23
H 5.943 3.433 -4.014 0.15 0.30 -0.13
H 5.479 0.917 -2.437 0.45 0.10 0.89
H 3.786 2.270 -1.097 0.26 -0.72 0.27
H 4.206 3.659 -1.915 0.14 0.33 -0.72
H 5.198 4.958 -0.306 0.07 -0.01 -0.40
H 6.593 4.220 0.563 0.35 0.26 -0.56
H 5.057 3.773 0.989 -0.78 -0.28 -0.04
H 4.630 1.147 -4.701 0.41 0.28 0.08
H 3.720 0.584 -3.543 -0.22 0.25 0.17
C -1.924 -4.717 -3.777 -0.13 -0.44 1.36
C -1.827 -5.320 -2.362 0.66 1.35 -0.16
C -0.364 -5.541 -1.979 -1.05 -1.48 -1.34
O -0.419 -6.148 -0.692 1.87 -0.68 -0.63
C 0.780 -6.854 -0.364 0.43 0.52 1.75
N -2.414 -4.406 -1.392 -0.34 0.52 0.06
H -1.448 -5.450 -4.428 -0.20 0.37 -0.51
H -1.428 -3.747 -3.798 0.15 -0.05 -0.28
H -2.989 -4.570 -3.959 0.11 -0.05 -0.50
H -2.405 -6.245 -2.375 0.32 -0.26 0.29
H 0.324 -4.711 -2.143 -0.36 0.70 1.00
H -0.003 -6.192 -2.775 0.35 -1.08 0.23
H 1.107 -7.760 -0.875 -0.88 -0.04 -0.88
H 0.709 -7.146 0.683 -0.51 -0.16 0.08
H 1.678 -6.238 -0.311 -0.05 0.67 -0.57
H -2.096 -4.649 -0.465 -0.20 -0.67 0.29
H -1.879 -3.558 -1.511 -0.12 0.72 -0.26
C -0.768 1.464 -3.525 -1.87 -0.65 -0.81
C -1.691 1.440 -4.826 -0.87 0.21 1.17
C -3.143 0.898 -4.502 2.14 -1.94 -0.70
O -3.024 -0.526 -4.334 -0.25 0.17 2.44
C -2.732 -0.942 -2.961 -0.21 -1.35 -1.56
N -1.849 2.789 -5.302 -0.05 1.73 -0.38
H -0.526 0.414 -3.363 0.62 0.29 0.20
H -1.443 1.744 -2.716 0.19 0.18 0.33
H 0.087 2.140 -3.513 -0.07 -0.20 -0.51
H -1.247 0.736 -5.529 -0.05 0.40 -0.37
H -3.801 0.878 -5.371 0.07 1.05 -0.14
H -3.577 1.403 -3.639 -0.12 0.03 0.09
H -2.982 -2.002 -2.989 -0.07 -0.10 0.19
H -3.344 -0.512 -2.167 0.03 0.60 -0.26
H -1.667 -0.908 -2.733 -0.18 0.38 0.09
H -2.586 3.231 -4.771 0.23 0.23 1.01
H -2.259 2.990 -6.202 0.47 -1.06 -0.80
C 5.653 1.550 4.945 -1.55 0.27 0.14
C 5.184 2.702 4.026 0.86 0.80 -0.40
C 3.629 3.006 3.978 1.16 -0.92 2.68
O 2.867 1.817 3.919 0.50 0.22 -1.11
C 2.283 1.702 2.652 -1.14 -1.31 -0.54
N 5.847 3.953 4.453 -0.03 0.81 0.32
H 6.734 1.440 5.032 -0.02 0.09 -0.49
H 5.165 0.631 4.619 0.36 -0.13 -0.18
H 5.285 1.682 5.963 -0.06 0.32 0.14
H 5.628 2.511 3.049 -0.66 -0.60 -0.50
H 3.284 3.835 3.360 0.31 -0.35 -0.78
H 3.387 3.357 4.981 0.40 0.38 0.31
H 1.936 0.688 2.456 -0.01 -0.28 0.59
H 2.936 1.849 1.792 0.30 0.77 0.14
H 1.368 2.294 2.644 0.08 0.49 -0.51
H 6.848 3.872 4.562 0.17 -0.79 0.42
H 5.849 4.630 3.704 -0.70 0.24 -0.29
C -4.759 3.620 4.357 0.69 -0.35 1.26
C -3.519 2.740 4.099 0.24 -1.42 -1.17
C -2.386 2.657 5.134 -1.49 0.39 -0.38
O -1.965 3.947 5.371 0.62 1.13 2.27
C -0.961 3.866 6.396 1.76 1.37 -1.30
N -3.998 1.342 3.824 -1.39 1.02 0.20
H -5.253 3.204 5.236 -0.36 0.01 0.15
H -5.485 3.648 3.544 0.37 -0.19 -0.15
H -4.482 4.639 4.630 0.14 0.01 -0.15
H -3.055 3.169 3.212 0.07 -0.36 -0.35
H -1.534 2.084 4.770 -0.18 -0.58 -0.24
H -2.714 2.290 6.107 -0.38 -0.81 -0.04
H -0.061 3.745 5.794 0.62 -0.14 0.35
H -0.894 3.089 7.158 -1.20 -0.52 -0.28
H -0.817 4.801 6.938 -0.53 0.26 -0.25
H -4.352 0.999 4.705 -0.19 -0.17 0.15
H -3.412 0.607 3.453 0.78 0.58 -0.12
C 2.092 -0.804 -4.875 0.69 0.26 -1.29
C 2.877 -2.123 -5.032 -1.31 1.33 -0.94
C 4.225 -2.132 -4.333 -0.66 0.63 -0.61
O 5.088 -1.168 -4.998 0.92 -1.27 1.36
C 6.412 -1.260 -4.414 0.35 1.54 -1.11
N 1.882 -3.142 -4.799 0.36 -1.27 0.61
H 1.681 -0.587 -3.889 0.37 -0.20 0.05
H 1.257 -0.797 -5.575 -0.12 -0.29 0.06
H 2.728 0.006 -5.233 -0.11 0.26 0.42
H 3.129 -2.273 -6.082 0.06 0.50 -0.34
H 4.600 -3.137 -4.525 0.49 -0.15 0.73
H 4.061 -1.820 -3.302 0.49 -0.48 0.34
H 7.057 -0.576 -4.964 -0.08 -0.18 -0.96
H 6.895 -2.235 -4.471 -0.47 -0.25 0.16
H 6.596 -0.756 -3.465 -1.08 -0.69 0.86
H 1.667 -3.205 -3.814 -0.14 0.19 0.17
H 2.265 -4.051 -5.016 0.05 -0.35 -0.22
C -5.400 -4.292 4.233 0.73 -0.63 -1.44
C -5.391 -2.769 4.236 -1.51 -0.23 0.56
C -5.225 -2.172 2.797 0.61 -1.48 3.01
O -3.939 -2.656 2.459 0.06 1.11 0.10
C -3.859 -2.974 1.128 0.84 -0.64 -1.99
N -6.673 -2.427 4.930 0.34 -0.42 -0.16
H -5.547 -4.874 5.143 0.08 0.71 0.52
H -4.439 -4.595 3.818 0.03 -0.26 0.02
H -6.160 -4.686 3.559 -0.18 0.20 -0.20
H -4.574 -2.469 4.893 0.50 0.38 -0.49
H -5.240 -1.099 2.985 -0.13 0.27 -0.95
H -5.953 -2.612 2.116 -0.37 0.52 0.06
H -2.838 -2.946 0.746 0.40 -0.01 0.54
H -4.349 -2.306 0.419 -0.54 0.30 0.30
H -4.194 -3.991 0.924 -0.31 -0.19 0.00
H -6.761 -1.493 5.304 0.37 0.47 -0.35
H -6.508 -2.995 5.748 -0.88 -0.03 0.50
O -3.822 2.931 0.219 1.06 1.09 -0.64
H -3.348 2.100 0.210 -0.16 -0.24 -0.02
H -4.701 2.703 0.521 -0.59 -0.28 0.42
O 5.221 -1.384 -0.454 0.40 -0.04 0.22
H 4.895 -2.255 -0.678 -0.12 -0.23 -0.11
H 4.487 -0.798 -0.639 -0.23 0.28 -0.22
C -6.736 0.885 1.209 -0.77 0.98 1.70
O -5.947 2.042 1.563 -0.82 -0.57 -1.17
H -6.182 -0.052 1.144 0.18 0.28 -0.67
H -7.415 0.773 2.055 -0.20 -0.51 0.28
H -7.451 1.130 0.424 0.77 -0.11 -0.58
H -5.476 1.803 2.365 0.73 -0.23 0.62
C -0.268 3.474 0.134 0.45 0.45 -1.46
O -1.141 4.245 -0.668 -0.51 0.46 0.45
H 0.704 3.782 -0.251 0.38 -0.37 0.41
H -0.334 3.717 1.195 -0.12 -0.32 0.12
H -0.437 2.440 -0.164 0.29 -0.38 0.76
H -2.004 4.116 -0.266 -0.68 0.10 -0.27
```
Positions in Å, forces in eV/Å.

Values from the calculation:
* net charge: -1
* LUMO level: 1.94 eV
* multiplicity: 1

Results of the Löwdin charge analysis, in e, for atoms 1 through 5: 0.09 -0.27 0.20 -0.88 0.20


[3]
Below is HNO3S in the gas phase in a non-equilibrium geometry, with properties calculated with ωB97M-V/def2-TZVPD.

Structure (XYZ):
```
6
Properties=species:S:1:pos:R:3:forces:R:3
N 2.200 -0.045 0.168 -2.05 1.00 1.17
O 3.213 0.050 -0.353 2.69 0.01 -1.59
O 1.749 -0.731 1.010 -0.20 -0.33 -0.02
O 1.177 1.159 -0.355 0.65 -1.54 -0.05
S -0.128 1.073 0.520 -2.32 -0.72 0.23
H -0.877 -0.077 0.022 1.24 1.59 0.27
```
Positions in Å, forces in eV/Å.

Values from the calculation:
* ΔE to the lowest compared entry with this formula, charge and spin: 43.8 kcal per mole
* net charge: 0
* LUMO level: 0.00 eV
* multiplicity: 1

Results of the natural (NBO) charge analysis, in e, for atoms 1 through 5: 0.71 -0.26 -0.30 -0.64 0.41


[4]
Below is C4H7N3O in the gas phase in a non-equilibrium geometry, with properties calculated with ωB97M-V/def2-TZVPD.

Structure (XYZ):
```
15
Properties=species:S:1:pos:R:3:forces:R:3
C -2.603 1.173 0.183 0.83 -1.67 -0.11
C -2.437 -0.103 -0.250 -2.00 1.66 0.25
N -1.381 -0.967 -0.240 2.89 0.92 0.74
C -0.061 -0.528 0.024 -1.99 0.41 0.29
N 0.936 -1.285 0.116 1.18 -0.65 -0.34
C 2.239 -0.746 0.225 -0.64 0.54 -0.37
N 2.604 0.320 -0.384 -0.23 -0.68 0.58
O 3.960 0.576 -0.085 -0.30 0.14 -0.16
H -3.523 1.702 0.043 -0.33 -0.14 -0.17
H -1.860 1.679 0.764 0.46 0.31 0.04
H -3.309 -0.572 -0.678 -0.19 -0.06 -0.25
H -1.570 -1.941 -0.288 0.11 -0.60 -0.23
H -0.042 0.544 0.230 0.22 0.05 -0.35
H 2.964 -1.306 0.803 -0.09 -0.14 0.13
H 4.083 1.453 -0.464 0.10 -0.10 -0.03
```
Positions in Å, forces in eV/Å.

Values from the calculation:
* ΔE to the lowest compared entry with this formula, charge and spin: 74.0 kcal per mole
* net charge: 0
* LUMO level: 0.82 eV
* SMILES string: C=CN/C=N/C=N/O
* multiplicity: 1

Results of the natural (NBO) charge analysis, in e, for atoms 1 through 5: -0.50 0.01 -0.60 0.33 -0.51


[5]
Below is C8H8BBrO3 in the gas phase in a non-equilibrium geometry, with properties calculated with ωB97M-V/def2-TZVPD.

Structure (XYZ):
```
21
Properties=species:S:1:pos:R:3:forces:R:3
O 1.052 3.216 2.271 0.63 0.77 -0.13
B 0.245 2.154 2.258 1.82 -2.07 -1.86
O -0.889 1.953 2.939 -0.74 -0.30 0.33
C 0.810 0.807 1.275 -1.48 1.15 2.34
Br 2.312 0.001 2.387 -0.22 0.14 -0.09
C -0.317 -0.238 1.149 -0.02 -0.01 -0.03
C -0.106 -0.741 -0.239 0.38 0.29 0.02
C -0.709 -1.757 -0.942 0.17 0.08 -0.12
C -0.297 -1.991 -2.248 -0.09 -0.09 0.02
C 0.712 -1.230 -2.811 0.02 0.02 -0.05
C 1.325 -0.198 -2.109 0.10 0.27 0.21
C 0.885 0.046 -0.824 -0.51 -0.68 -0.10
O 1.318 1.048 0.015 0.08 0.41 -0.41
H 0.884 3.966 2.845 -0.17 -0.01 0.07
H -1.154 2.639 3.556 -0.01 0.08 0.03
H -1.284 0.260 1.252 0.00 -0.02 -0.01
H -0.268 -1.016 1.910 0.05 0.09 -0.01
H -1.481 -2.355 -0.487 -0.15 -0.12 0.07
H -0.768 -2.775 -2.819 0.00 -0.10 -0.10
H 1.034 -1.440 -3.820 0.04 0.00 -0.09
H 2.117 0.386 -2.547 0.10 0.12 -0.08
```
Positions in Å, forces in eV/Å.

Values from the calculation:
* ΔE to the lowest compared entry with this formula, charge and spin: 0.0 kcal per mole
* net charge: 0
* LUMO level: 0.02 eV
* SMILES string: OB(O)[C@@]1(Br)Cc2ccccc2O1
* multiplicity: 1

Results of the natural (NBO) charge analysis, in e, for atoms 1 through 5: -0.88 1.10 -0.89 0.04 -0.11


[6]
Below is an isolated ion of composition C9H12N3O and charge +1 in a non-equilibrium geometry, with properties calculated with ωB97M-V/def2-TZVPD.

Structure (XYZ):
```
25
Properties=species:S:1:pos:R:3:forces:R:3
N 3.569 1.320 1.779 0.31 -1.61 0.84
C 2.174 1.024 1.711 -2.83 1.86 1.60
C 1.852 -0.295 1.135 2.32 -0.52 1.54
N 2.825 -1.142 1.151 -1.12 -1.75 -2.31
C 0.587 -0.844 0.557 -3.74 -0.48 -0.63
O 0.578 -1.938 0.037 1.67 -0.36 0.03
N -0.601 -0.143 0.580 3.73 0.35 2.39
C -1.520 -0.183 -0.441 1.15 0.31 -2.60
C -2.854 -0.227 -0.143 1.21 0.36 0.80
C -3.723 -0.263 -1.210 0.18 -0.71 1.50
C -3.270 -0.297 -2.483 0.31 0.66 -0.52
C -1.933 -0.051 -2.762 0.34 0.07 -1.05
C -0.972 -0.003 -1.747 -3.83 -0.59 -0.81
H 3.984 0.918 2.643 -0.25 0.95 -0.91
H 3.892 2.246 1.568 -0.22 0.21 0.11
H 1.619 1.090 2.798 1.07 -0.51 -2.30
H 1.517 1.724 1.142 1.04 0.18 0.24
H 2.465 -2.076 0.697 1.28 1.54 0.84
H 3.825 -0.821 1.177 -1.24 -0.36 0.35
H -0.566 0.719 1.059 -0.06 1.03 0.72
H -3.057 -0.178 0.949 -0.55 -0.34 -1.07
H -4.704 -0.437 -0.918 -2.01 0.00 -0.18
H -3.965 -0.404 -3.277 -0.46 -0.05 -0.63
H -1.707 0.121 -3.846 0.26 -0.33 1.24
H -0.012 0.141 -2.158 1.47 0.10 0.81
```
Positions in Å, forces in eV/Å.

Values from the calculation:
* ΔE to the lowest compared entry with this formula, charge and spin: 49.9 kcal per mole
* net charge: +1
* LUMO level: -5.50 eV
* SMILES string: NCC(=[NH2+])C(=O)Nc1ccccc1
* multiplicity: 1

Results of the natural (NBO) charge analysis, in e, for atoms 1 through 5: -0.86 -0.31 0.36 -0.61 0.58